# 1
DFT (ωB97M-V/def2-TZVPD) results for a structure of composition C11H15BrINO4PTa.

```
35
C11H15BrINO4PTa, DFT ωB97M-V/def2-TZVPD
C 0.8459 1.8509 2.1034
P 0.7037 1.9466 0.2442
O 1.3897 3.4497 -0.1154
Ta 2.1331 0.1032 -0.8393
Br 3.0683 1.9538 -2.5402
I 3.7332 -1.9271 -2.1552
C 1.3565 -1.4530 0.6485
C 0.5013 -2.5298 -0.1177
C -0.8493 -2.8213 0.5236
O -1.1928 -3.9783 0.6762
N -1.7469 -1.7862 1.0262
C -2.1853 -0.8330 0.0755
C -2.8594 0.2839 0.5691
C -3.3195 1.2756 -0.2604
C -3.1041 1.2054 -1.6274
C -2.4501 0.0996 -2.1237
C -2.0093 -0.9120 -1.2953
C 3.9620 0.5762 0.5136
O 4.1575 -0.2316 1.4627
O 4.6346 1.5892 0.2767
H 0.5236 0.8829 2.5052
H 0.2065 2.6383 2.5296
H 1.9000 1.9892 2.3813
H 0.6769 4.0961 -0.0954
H 0.7877 -0.2648 -2.0834
H 0.8281 -1.0074 1.5074
H 2.2562 -1.9243 1.0652
H 0.4456 -2.2352 -1.1741
H 1.0684 -3.4675 -0.1009
H -1.3538 -1.3190 1.8356
H -3.0336 0.3951 1.6404
H -3.8572 2.1105 0.1889
H -3.4343 1.9910 -2.3028
H -2.2647 0.0207 -3.1934
H -1.5187 -1.7675 -1.7488
```

Charge: -2

***

# 2
DFT (ωB97M-V/def2-TZVPD) results for a structure of composition C11H15CdNP.

```
29
C11H15CdNP, DFT ωB97M-V/def2-TZVPD
C 3.4785 1.1851 -0.4628
C 3.8335 2.4589 -0.1531
C 3.0170 3.5168 0.3439
C 1.6072 3.5239 0.5794
C 0.7374 2.4936 0.4607
Cd 1.5152 0.5899 0.0457
P 2.3482 -1.9999 -0.3372
H 4.2385 0.5286 -0.9251
H 4.8893 2.7573 -0.3056
H 3.5289 4.4703 0.5147
H -0.3420 2.6722 0.6072
H 1.2277 4.5176 0.8856
H 2.1476 -2.9345 0.7167
H 3.7195 -2.2525 -0.6222
H 1.7384 -2.7161 -1.4126
C -4.5230 -2.1564 0.0097
C -3.1569 -1.5442 0.0149
C -2.4010 -1.5077 -1.1595
C -1.1266 -0.9533 -1.1293
N -0.5980 -0.4626 0.0050
C -1.3306 -0.4547 1.1319
C -2.6103 -0.9967 1.1770
H -5.1806 -1.6411 -0.7031
H -4.4773 -3.2118 -0.2907
H -4.9795 -2.0991 1.0028
H -2.7709 -1.9014 -2.1036
H -0.5003 -0.9140 -2.0275
H -0.8780 0.0046 2.0176
H -3.1520 -0.9727 2.1195
```

ΔE to the lowest compared entry with this formula, charge and spin (kcal/mol): 14.8
Charge: -1

***

# 3
DFT (ωB97M-V/def2-TZVPD) results for a structure of composition C11H15IN5RhS3SbSi.

```
38
C11H15IN5RhS3SbSi, DFT ωB97M-V/def2-TZVPD
Rh -0.6199 1.5118 0.0229
C 2.2841 1.7110 2.6204
C 2.2249 0.4448 1.8274
C 3.2048 -0.5283 1.9274
C 3.0609 -1.6952 1.1784
C 1.9680 -1.8647 0.3723
C 1.0020 -0.8287 0.2955
N 1.1814 0.2955 1.0258
N -0.0952 -0.8277 -0.4494
Si -0.6541 -1.9353 -1.6145
C -1.8208 -3.2792 -0.8737
C 0.6871 -2.8864 -2.6181
C -1.6417 -1.0004 -2.9556
H 3.2141 1.7952 3.1805
H 1.4450 1.7455 3.3128
H 2.1759 2.5600 1.9501
H 4.0544 -0.3904 2.5831
H 3.8156 -2.4730 1.2404
H 1.8283 -2.7576 -0.2151
H -1.2911 -4.0061 -0.2626
H -2.3290 -3.8157 -1.6713
H -2.5854 -2.8258 -0.2447
H 1.0514 -3.7741 -2.1073
H 1.5376 -2.2403 -2.8126
H 0.2885 -3.2015 -3.5785
H -2.5925 -0.6417 -2.5704
H -1.8475 -1.6276 -3.8206
H -1.0852 -0.1345 -3.3003
S -5.5415 0.7919 1.6584
Sb -3.5967 -0.0951 0.7228
S -2.8056 1.6770 -0.7943
S -1.8436 0.4005 2.2847
I 0.9428 2.1735 -2.0592
N -1.7689 7.7281 0.6933
C -1.4950 6.6642 1.0610
N -1.2098 5.5496 1.6141
C -0.8030 4.4258 1.2530
N -0.3404 3.3549 1.1244
```

Multiplicity: 2
ΔE to the lowest compared entry with this formula, charge and spin (kcal/mol): 50.2
Charge: -2
<S²>: 0.77

***

# 4
DFT (ωB97M-V/def2-TZVPD) results for a cluster of 2 separate species, C11H15N in total.

```
27
C11H15N, DFT ωB97M-V/def2-TZVPD
C -0.0203 0.0016 2.8918
C -0.4682 -1.6197 -0.4300
C -1.0384 -0.9431 0.6677
C 0.0318 -0.6986 1.5618
C 1.2110 -1.1028 0.9680
C -1.2173 -2.1003 -1.5153
C -2.6334 -1.9222 -1.4680
C -3.1407 -0.9839 -0.5585
C -2.4352 -0.6427 0.5980
N 0.8823 -1.6700 -0.2825
H -0.6916 -2.7697 -2.1903
H -3.3260 -2.0861 -2.2898
H 1.5955 -2.0950 -0.8338
H -4.1534 -0.5993 -0.6299
H 2.2445 -0.9216 1.2060
H -2.9098 -0.1623 1.4487
H 0.0776 -0.5544 3.8274
H -0.9616 0.5399 3.0048
H 0.7858 0.7413 2.8270
C 1.8895 2.6669 -0.3626
C 2.1991 2.3196 -1.8195
H 1.6698 1.7146 0.1272
H 2.7806 3.0626 0.1280
H 0.9917 3.2627 -0.2205
H 3.1202 1.7731 -2.0092
H 1.4238 1.6507 -2.1256
H 2.0926 3.1388 -2.5208
```

Multiplicity: 2
ΔE to the lowest compared entry with this formula, charge and spin (kcal/mol): 14.8
Charge: -1
<S²>: 0.77

***

# 5
DFT (ωB97M-V/def2-TZVPD) results for a cluster of 2 separate species, C11H15N in total.

```
27
C11H15N, DFT ωB97M-V/def2-TZVPD
C 2.2506 -0.7460 -0.5438
C 1.5205 0.1271 0.4513
C 1.9722 1.2694 0.9670
N 0.9435 1.9032 1.7520
C -0.0450 1.0063 1.9508
C -1.1182 0.8671 2.8537
C -1.9252 -0.2205 2.7618
C -1.8002 -1.1481 1.7687
C -0.7050 -1.1506 0.9005
C 0.2446 -0.1802 1.1063
H 1.8316 -1.0896 -1.4802
H 2.5453 -1.7322 -0.0407
H 3.1701 -0.2427 -0.7948
H 3.0040 1.6466 0.7430
H 0.9291 2.8457 2.2935
H -1.3979 1.4953 3.7102
H -2.8104 -0.1939 3.4232
H -2.5555 -2.0053 1.7659
H -0.5298 -2.0492 0.1534
C -0.5244 -0.3715 -2.2539
C -0.7444 0.3037 -3.6605
H 0.0642 -1.2272 -2.3078
H -0.0377 0.2625 -1.5639
H -1.4488 -0.7012 -1.9127
H -0.8158 1.2743 -3.6332
H -0.1167 -0.1775 -4.4525
H -1.9005 0.2344 -3.9573
```

ΔE to the lowest compared entry with this formula, charge and spin (kcal/mol): 56.7
Charge: 0

***

# 6
DFT (ωB97M-V/def2-TZVPD) results for a cluster of 2 separate species, C11H15N in total.

```
27
C11H15N, DFT ωB97M-V/def2-TZVPD
C -3.0588 1.3574 0.8238
C -1.6237 1.6679 0.4995
C -1.1896 2.8130 -0.0414
N 0.1970 2.8506 -0.1036
C 0.6477 1.6478 0.4248
C 1.9551 1.2162 0.3771
C 2.1823 -0.0838 0.8083
C 1.1161 -0.8699 1.2789
C -0.1646 -0.3775 1.4504
C -0.4529 0.8680 0.8212
H -3.7176 1.8794 0.1268
H -3.3823 1.8857 1.7286
H -3.1510 0.2770 0.8677
H -1.8233 3.3908 -0.7049
H 0.7449 3.6450 -0.3722
H 2.7731 1.8594 0.0788
H 3.2003 -0.4085 0.9248
H 1.4059 -1.8507 1.6393
H -0.9464 -0.6285 2.1565
C -0.1288 -2.7811 -1.6654
C 1.4063 -2.4551 -1.5680
H -0.7127 -1.9008 -1.8859
H -0.2336 -3.5554 -2.4257
H -0.3290 -3.3292 -0.7468
H 1.4746 -1.3790 -1.4289
H 2.0011 -2.8326 -2.3973
H 1.8101 -2.9060 -0.6663
```

ΔE to the lowest compared entry with this formula, charge and spin (kcal/mol): 31.2
Charge: 0

***

Energy for every record listed, in sequence, given in eV: -110313.8574, -26988.4168, -77135.6555, -13138.9221, -13138.3331, -13139.4375.